Record 1
Entry from the Open Molecules 2025 dataset: C4H5NOS2 as an isolated structure in a non-equilibrium geometry (the ωB97M-V functional and the def2-TZVPD basis).

Properties
- Relative energy (zero: lowest compared OMol25 entry of this formula, charge and spin): 107.4 kcal/mol
- Kohn-Sham gap: 8.5 eV

Structure (ORCA input):
```
! RIJCOSX wB97M-V def2-TZVPD def2/J DEFGRID3
* xyz 0 1
C -2.047 -0.001 -1.645
C 0.203 -0.830 -0.003
C 0.451 -1.387 1.283
C 1.636 0.292 1.056
H -2.222 0.349 -2.944
H -3.299 0.091 -1.044
H -1.310 1.046 -1.325
H 0.127 -2.303 1.908
H 2.487 2.794 0.482
N 1.489 -0.706 1.852
O 0.924 0.302 -0.081
S -0.793 -1.484 -1.170
S 2.355 1.837 1.631
*
```

How is the electron density shared among the atoms? According to natural (NBO), the charges in e are: -0.832 -0.036 -0.076 0.366 0.257 0.255 0.239 0.242 0.175 -0.476 -0.412 0.303 -0.005

***

Record 2
Entry from the Open Molecules 2025 dataset: C4H10N2O as an isolated structure in a non-equilibrium geometry (the ωB97M-V functional and the def2-TZVPD basis).

Properties
- Relative energy (zero: lowest compared OMol25 entry of this formula, charge and spin): 87.9 kcal/mol
- Kohn-Sham gap: 7.9 eV

Structure (ORCA input):
```
! RIJCOSX wB97M-V def2-TZVPD def2/J DEFGRID3
* xyz 0 1
C -1.009 -1.320 -0.638
C -0.689 1.742 0.360
N 0.165 -1.323 0.208
C 0.951 -0.212 0.177
N 2.304 -0.373 0.340
C 0.369 0.942 -0.388
O -2.199 -1.207 0.140
H -2.523 -0.306 0.059
H 0.612 -2.205 0.416
H 2.693 -1.299 0.451
H 2.858 0.465 0.399
H -1.068 -2.278 -1.162
H -0.653 -0.059 -1.097
H 1.105 1.594 -0.856
H -1.396 2.181 -0.349
H -1.277 1.098 1.013
H -0.242 2.561 0.926
*
```

How is the electron density shared among the atoms? According to natural (NBO), the charges in e are: -0.006 -0.609 -0.600 0.459 -0.805 -0.541 -0.739 0.468 0.378 0.387 0.408 0.162 0.229 0.201 0.197 0.206 0.203

***

Record 3
Entry from the Open Molecules 2025 dataset: a 2-piece molecular cluster, C4H13N2O overall in a non-equilibrium geometry (the ωB97M-V functional and the def2-TZVPD basis).

Properties
- Relative energy (zero: lowest compared OMol25 entry of this formula, charge and spin): 47.3 kcal/mol
- Kohn-Sham gap (spin up / spin down): 11.7 / 6.4 eV

Structure (ORCA input):
```
! RIJCOSX wB97M-V def2-TZVPD def2/J DEFGRID3
* xyz 2 2
C 2.054 0.525 2.253
C 0.531 0.528 2.122
O 0.116 0.354 0.926
N -0.306 0.904 3.057
H 2.405 0.760 3.238
H 2.289 1.208 1.417
H -1.304 1.002 2.884
H -0.087 0.805 4.044
H 2.342 -0.471 1.916
C -1.115 -0.648 -1.521
C -1.574 -0.197 -2.925
N 0.395 -0.783 -1.457
H -1.446 -0.054 -0.608
H -1.562 -1.552 -1.133
H -2.020 0.799 -2.952
H -2.202 -0.967 -3.344
H 0.744 -1.506 -2.085
H 0.688 0.130 -1.829
H 0.707 -0.748 -0.456
H -0.659 -0.090 -3.547
*
```

How is the electron density shared among the atoms? According to natural (NBO), the charges in e are: -0.643 0.651 -0.156 -0.655 0.307 0.284 0.456 0.468 0.275 -0.232 -0.642 -0.683 0.223 0.244 0.266 0.270 0.468 0.441 0.439 0.219

***

Record 4
Entry from the Open Molecules 2025 dataset: a 4-piece molecular cluster, C3H16NO4 overall in a non-equilibrium geometry (the ωB97M-V functional and the def2-TZVPD basis).

Properties
- Relative energy (zero: lowest compared OMol25 entry of this formula, charge and spin): 22.8 kcal/mol
- Kohn-Sham gap: 11.4 eV

Structure (ORCA input):
```
! RIJCOSX wB97M-V def2-TZVPD def2/J DEFGRID3
* xyz 1 1
C -0.686 0.696 1.192
C -1.058 1.873 0.295
C -1.083 1.645 -1.205
O 0.162 2.169 -1.708
N 0.656 0.139 0.693
H -1.378 -0.117 1.002
H -0.546 1.100 2.179
H -2.089 2.043 0.639
H -0.583 2.802 0.580
H -1.051 0.554 -1.349
H -1.919 2.040 -1.773
H -0.019 2.678 -2.506
H 1.237 -0.277 1.411
H 1.074 0.871 0.118
H 0.483 -0.596 0.002
H 2.179 -2.218 -0.710
H 2.535 -2.678 0.544
O 1.758 -2.220 0.172
H -0.732 -1.554 3.270
H 0.295 -2.235 2.346
O 0.210 -1.611 3.077
H 0.384 -1.089 -3.190
H -0.341 -2.238 -2.559
O 0.511 -1.774 -2.521
*
```

How is the electron density shared among the atoms? According to natural (NBO), the charges in e are: -0.204 -0.472 -0.077 -0.749 -0.698 0.216 0.247 0.245 0.245 0.148 0.210 0.495 0.470 0.446 0.458 0.499 0.491 -0.984 0.483 0.478 -0.951 0.481 0.482 -0.958